Entry 1:
C4H13NO2 | ωB97M-V with the def2-TZVPD basis set

Computed properties:
Total charge ... 0
Lowest unoccupied orbital energy ... 0.641 eV

CARTESIAN COORDINATES (ANGSTROEM)
C -1.533 -0.987 1.805
C -1.267 -0.372 0.408
C 0.167 0.219 0.548
C 1.249 -0.579 0.458
N 0.110 1.559 0.840
H -0.679 -1.627 2.157
H -1.552 -0.242 2.619
H -2.374 -1.674 1.776
H -1.478 -1.074 -0.387
H -1.959 0.481 0.248
H 1.033 -1.567 0.108
H 2.245 -0.259 0.660
H -0.752 2.014 0.586
H 0.881 2.193 0.788
H 1.957 1.620 -0.853
H 1.390 2.034 -2.364
O 1.309 2.034 -1.412
H 0.435 -1.244 -1.985
H -0.086 -2.266 -1.123
O -0.266 -1.911 -1.999

***

Entry 2:
C39H36HoIN10OP | ωB97M-V with the def2-TZVPD basis set

Computed properties:
Spin multiplicity ... 5
Expectation value of S² ... 6.00
Total charge ... +3
Lowest unoccupied orbital energy (alpha / beta) ... -8.289 / -8.373 eV

CARTESIAN COORDINATES (ANGSTROEM)
Ho 0.550 -0.336 -0.004
N -0.740 0.501 3.055
P -0.173 -1.031 2.547
C -0.961 -2.234 3.617
C -1.036 -2.038 4.996
C -1.589 -3.023 5.794
C -2.048 -4.207 5.225
C -1.963 -4.409 3.855
C -1.423 -3.419 3.045
C 1.570 -1.070 3.054
C 2.356 -2.035 2.421
C 3.669 -2.245 2.817
C 4.202 -1.472 3.839
C 3.424 -0.497 4.462
C 2.107 -0.293 4.074
C -1.312 1.429 2.196
C -2.197 2.383 2.695
C -2.731 3.317 1.838
C -2.372 3.297 0.487
C -1.502 2.338 0.069
N -0.964 1.399 0.896
H -1.082 0.565 4.002
H -0.650 -1.138 5.465
H -1.657 -2.873 6.864
H -2.472 -4.977 5.857
H -2.324 -5.332 3.418
H -1.371 -3.562 1.971
H 1.914 -2.684 1.666
H 4.272 -3.014 2.346
H 5.222 -1.639 4.164
H 3.843 0.091 5.270
H 1.508 0.461 4.572
H -2.457 2.375 3.747
H -3.428 4.058 2.212
H -2.763 4.021 -0.215
H -1.185 2.299 -0.965
C 2.576 0.774 -3.142
C 1.093 0.686 -3.232
N 0.272 0.329 -2.238
C -1.028 0.381 -2.751
C -0.975 0.762 -4.040
N 0.365 0.953 -4.330
C 0.878 1.454 -5.623
N 1.015 2.870 -5.633
N 1.935 3.461 -4.812
N 1.867 4.724 -4.969
C 0.890 5.008 -5.913
C 0.464 6.236 -6.428
C -0.537 6.205 -7.370
C -1.109 4.986 -7.795
C -0.694 3.770 -7.299
C 0.328 3.816 -6.347
H 2.887 0.729 -2.103
H 2.926 1.712 -3.567
H 3.053 -0.046 -3.687
H -1.899 0.144 -2.160
H -1.757 0.927 -4.765
H 0.164 1.180 -6.390
H 1.823 0.962 -5.824
H 0.918 7.161 -6.096
H -0.894 7.128 -7.808
H -1.895 5.009 -8.539
H -1.134 2.843 -7.650
N 6.180 3.572 2.903
C 6.196 2.656 1.914
O 7.184 2.291 1.320
C 4.862 2.043 1.511
C 3.609 2.583 1.767
C 2.492 1.929 1.292
N 2.557 0.779 0.598
C 3.781 0.271 0.348
C 4.937 0.868 0.775
H 7.056 3.993 3.173
H 5.361 3.814 3.429
H 3.479 3.518 2.298
H 1.505 2.339 1.465
H 3.820 -0.657 -0.210
H 5.909 0.454 0.534
I -3.815 -3.630 -2.239
C -1.779 -3.677 -1.851
C -0.968 -4.719 -2.289
C 0.391 -4.675 -2.013
C 0.905 -3.599 -1.321
N 0.127 -2.599 -0.889
C -1.190 -2.654 -1.145
H -1.392 -5.554 -2.833
H 1.047 -5.472 -2.334
H 1.963 -3.531 -1.108
H -1.807 -1.855 -0.741

***

Entry 3:
C7H33NO12 | ωB97M-V with the def2-TZVPD basis set

Computed properties:
Total charge ... 0
Lowest unoccupied orbital energy ... -0.176 eV

CARTESIAN COORDINATES (ANGSTROEM)
C 0.493 -1.545 -2.013
N 0.842 -0.979 -0.704
C 0.086 0.145 -0.269
C -0.020 1.295 -1.063
C -0.629 2.436 -0.563
C -1.159 2.454 0.726
C -1.057 1.328 1.520
C -0.427 0.176 1.035
H 1.142 -2.412 -2.185
H 0.692 -0.798 -2.794
H -0.549 -1.854 -2.085
H 0.901 -1.695 0.018
H 0.454 1.342 -2.046
H -0.667 3.326 -1.185
H -1.624 3.355 1.092
H -1.456 1.306 2.532
H -0.346 -0.675 1.695
H 3.539 3.702 -1.055
H 3.273 2.460 -0.193
O 3.623 2.748 -1.054
H -3.049 -1.768 2.635
H -3.364 -0.767 1.536
O -3.229 -0.839 2.482
H 2.790 0.238 -2.448
H 3.214 1.673 -2.460
O 2.827 0.995 -3.045
H -2.566 -2.785 -0.600
H -2.562 -1.337 -0.066
O -2.312 -2.268 0.172
H 2.908 -0.625 0.019
H 3.225 0.558 0.976
O 3.446 -0.371 0.782
H -2.884 0.252 -1.692
H -3.112 0.908 -0.333
O -3.268 0.072 -0.797
H -4.293 -1.956 -2.381
H -3.001 -1.494 -3.102
O -3.487 -2.284 -2.786
H 2.632 -1.300 2.035
H 1.249 -2.021 2.317
O 2.037 -1.635 2.738
H -0.008 -3.868 1.598
H -0.817 -2.694 0.908
O 0.049 -2.949 1.321
H 2.233 1.796 2.304
H 1.454 2.030 1.024
O 2.355 2.095 1.361
H 1.813 -0.035 3.382
H 2.452 0.910 4.450
O 1.829 0.896 3.719
H -1.371 0.314 -3.418
H -2.682 0.647 -4.115
O -2.323 0.141 -3.374

***

Entry 4:
C7H16N2 | ωB97M-V with the def2-TZVPD basis set

Computed properties:
Total charge ... 0
Lowest unoccupied orbital energy ... 0.925 eV

CARTESIAN COORDINATES (ANGSTROEM)
C -1.165 -1.545 -1.400
C 1.503 -0.992 1.171
N -1.430 -1.304 -0.002
C 0.974 -0.162 0.019
C 1.783 -0.014 -1.053
H -1.400 -2.155 0.559
H -1.951 -2.190 -1.806
H -1.145 -0.636 -2.000
H -0.248 -2.129 -1.504
H 0.984 -0.809 2.115
H 1.407 -2.057 0.936
H 2.562 -0.789 1.353
H 2.776 -0.455 -1.081
H 1.509 0.561 -1.930
C -0.600 1.859 -0.773
C -0.210 0.916 0.373
N 0.212 1.793 1.482
C -1.379 -0.007 0.788
H 0.538 1.246 2.273
H 1.005 2.349 1.167
H 0.268 2.423 -1.139
H -1.023 1.344 -1.637
H -1.363 2.576 -0.444
H -1.257 -0.317 1.833
H -2.349 0.493 0.700

***

Entry 5:
C40H35Cl5N5P2RhS | ωB97M-V with the def2-TZVPD basis set

Computed properties:
Spin multiplicity ... 5
Expectation value of S² ... 6.06
Total charge ... +2
Lowest unoccupied orbital energy (alpha / beta) ... -5.003 / -8.702 eV

CARTESIAN COORDINATES (ANGSTROEM)
Rh -0.035 -0.419 -0.331
N -1.427 2.266 2.586
C -0.360 1.891 3.379
C 0.360 1.016 2.631
N -0.237 0.895 1.388
C -1.311 1.647 1.400
C -2.153 1.646 0.218
N -1.919 0.771 -0.741
C -2.820 1.048 -1.754
C -3.612 2.084 -1.377
N -3.168 2.451 -0.124
H -2.161 2.893 2.873
H -0.222 2.256 4.389
H 1.269 0.487 2.891
H -2.843 0.487 -2.678
H -4.427 2.588 -1.881
H -3.533 3.217 0.412
C -1.778 -8.402 -1.013
S -0.192 -7.541 -0.878
C -0.095 -6.857 -2.552
C -0.763 -5.490 -2.709
C -0.041 -4.461 -1.834
N -0.626 -3.159 -1.958
P 0.139 -1.709 -2.267
C 1.645 -1.984 -3.222
C 1.447 -2.579 -4.475
C 2.538 -2.975 -5.232
C 3.830 -2.771 -4.754
C 4.031 -2.160 -3.525
C 2.940 -1.767 -2.759
C -0.957 -0.910 -3.469
C -2.186 -1.477 -3.816
C -2.988 -0.846 -4.764
C -2.572 0.344 -5.352
C -1.349 0.911 -5.001
C -0.537 0.281 -4.068
P -1.156 -2.097 1.129
C -2.535 -3.175 0.761
C -2.784 -4.317 1.533
C -3.872 -5.128 1.239
C -4.719 -4.804 0.185
C -4.480 -3.670 -0.587
C -3.389 -2.863 -0.306
C -1.088 -2.016 2.935
C -0.037 -2.558 3.680
C -0.050 -2.472 5.072
C -1.107 -1.845 5.721
C -2.156 -1.304 4.983
C -2.147 -1.386 3.597
H -1.958 -8.892 -0.055
H -1.726 -9.164 -1.789
H -2.597 -7.712 -1.219
H -0.536 -7.580 -3.239
H 0.969 -6.788 -2.790
H -1.816 -5.525 -2.423
H -0.712 -5.172 -3.758
H 1.031 -4.475 -2.048
H -0.185 -4.800 -0.796
H 0.442 -2.729 -4.860
H 2.383 -3.429 -6.204
H 4.681 -3.082 -5.348
H 5.038 -1.979 -3.165
H 3.114 -1.266 -1.817
H -2.496 -2.412 -3.361
H -3.938 -1.289 -5.050
H -3.196 0.825 -6.097
H -1.021 1.833 -5.471
H 0.426 0.716 -3.807
H -2.138 -4.560 2.372
H -4.064 -6.011 1.838
H -5.578 -5.433 -0.031
H -5.154 -3.413 -1.396
H -3.198 -1.974 -0.896
H 0.790 -3.054 3.181
H 0.760 -2.907 5.647
H -1.120 -1.790 6.806
H -2.989 -0.830 5.492
H -2.978 -0.983 3.025
Cl 2.007 -3.426 0.543
C 2.601 -1.819 0.646
C 1.871 -0.715 0.107
C 2.571 0.531 0.021
Cl 1.786 1.824 -0.806
C 3.824 0.728 0.544
Cl 4.583 2.251 0.456
C 4.465 -0.364 1.159
Cl 6.003 -0.153 1.815
C 3.856 -1.638 1.193
Cl 4.696 -2.955 1.874

***

Entry 6:
C2H7NO2P | ωB97M-V with the def2-TZVPD basis set

Computed properties:
Total charge ... -1
Lowest unoccupied orbital energy ... 4.415 eV

CARTESIAN COORDINATES (ANGSTROEM)
C 0.507 2.786 -0.857
C -1.574 -2.212 -0.928
N 1.658 2.749 -0.388
O -0.950 -0.298 1.164
O 0.526 -0.552 -0.875
P -0.927 -0.482 -0.580
H -0.119 1.917 -1.038
H 0.015 -0.239 1.520
H 0.053 3.874 -0.980
H -0.856 -2.776 -0.362
H -2.595 -2.341 -0.450
H -1.364 -2.212 -1.987
H 2.100 1.889 0.103

***

DFT total energy (computed, eV): -9942.542, -101143.508, -33857.138, -10497.054, -144517.178, -17061.777